Molecular formula: C8H13NOTc
Method: DFT, ωB97M-V with the def2-TZVPD basis set

As for the total energy: -523.17289 Eh. The value obtained for the HOMO-LUMO gap (alpha / beta) is 7.70 / 7.84 eV. Its multiplicity is 4.

Last column: Mulliken spin population.
Atoms and positions in Å:
Tc -0.123 -0.256 -0.053  1.486
O 0.442 0.203 1.714  0.162
N -1.848 -0.799 0.136  1.158
C -0.138 -1.999 -0.650  -0.073
C 0.036 0.015 3.075  0.038
C -1.167 1.510 -0.929  0.045
C -0.466 0.679 -1.901  0.088
C 0.932 0.871 -1.666  -0.042
C 1.308 -1.595 -0.717  0.021
C -0.203 2.221 -0.182  0.034
C 1.092 1.829 -0.612  0.061
H -0.016 -1.055 3.336  -0.006
H 0.869 0.468 3.710  0.003
H 1.749 0.485 -2.286  -0.005
H -0.882 0.526 3.345  0.004
H -0.926 0.165 -2.760  -0.004
H -0.418 2.965 0.602  0.007
H 1.884 -2.123 0.103  0.002
H -2.691 -1.509 0.119  -0.024
H -2.252 1.649 -0.886  -0.003
H 1.681 -1.568 -1.708  -0.002
H -0.296 -2.754 0.066  0.019
H 2.047 2.212 -0.242  0.003
H -0.614 -2.142 -1.614  0.029

Molecular formula: C8H13O4S2
Method: DFT, ωB97M-V with the def2-TZVPD basis set

As for the total energy: -1409.90004 Eh. The value obtained for the HOMO-LUMO gap is 7.24 eV. Its charge is -1.

Last column: Löwdin charge in e.
Atoms and positions in Å:
S 0.681 1.901 1.629  0.914
S -2.305 -0.454 0.432  0.700
O 1.454 2.995 1.033  -0.572
O -3.162 -1.269 -0.421  -0.389
O -0.780 1.459 -0.210  -0.186
O -2.053 -1.070 1.734  -0.361
C -3.451 0.992 0.550  -0.137
C -0.362 -2.138 -0.695  -0.072
C 1.467 0.468 1.528  -0.403
C 0.112 -0.665 -0.703  -0.314
C -0.783 0.210 -0.268  -0.613
C 1.363 -0.360 -1.423  -0.133
C 2.367 0.690 -0.756  -0.203
C 2.620 0.182 0.627  -0.282
H 3.627 0.652 0.943  0.129
H 1.912 -1.304 -1.537  0.104
H 2.021 1.675 -0.814  0.067
H -1.148 -2.290 0.057  0.031
H -3.780 1.232 -0.485  0.068
H 0.479 -2.815 -0.636  0.064
H 0.888 0.195 -2.329  0.150
H 2.932 -0.834 0.627  0.089
H 3.265 0.721 -1.322  0.086
H -4.390 0.739 1.007  0.049
H -2.869 1.814 0.904  0.031
H 0.906 -0.353 2.113  0.096
H -1.010 -2.371 -1.586  0.087

Molecular formula: C8H13OS
Method: DFT, ωB97M-V with the def2-TZVPD basis set

As for the total energy: -785.66744 Eh. The value obtained for the HOMO-LUMO gap is 8.51 eV. Its charge is +1.

Last column: Löwdin charge in e.
Atoms and positions in Å:
S 2.890 -0.947 -0.127  1.182
O 0.979 0.823 0.151  0.083
C -1.573 0.208 1.311  -0.036
C 0.328 -0.208 -0.248  -0.169
C 2.327 0.647 0.213  -0.522
C 3.192 1.820 0.451  -0.034
C -1.707 -1.760 -0.358  -0.044
C -1.833 0.633 -1.236  -0.011
C -1.165 -0.299 -0.142  -0.541
C 1.391 -1.530 -0.482  -0.284
H -2.630 -0.022 1.358  0.079
H -0.896 -0.221 2.177  0.126
H -2.742 -1.806 -0.815  0.107
H -1.711 -2.210 0.685  0.102
H 1.284 -2.662 -0.451  0.096
H -2.137 -0.079 -1.988  0.066
H -1.072 1.404 -1.648  0.121
H -1.362 1.381 1.344  0.128
H 2.645 2.186 1.357  0.123
H 3.241 2.429 -0.443  0.099
H 4.280 1.575 0.702  0.128
H -0.968 -2.344 -1.065  0.106
H -2.761 0.980 -0.747  0.096

Molecular formula: C8H13OS
Method: DFT, ωB97M-V with the def2-TZVPD basis set

As for the total energy: -785.69250 Eh. The value obtained for the HOMO-LUMO gap is 9.55 eV. Its charge is +1.

Last column: Löwdin charge in e.
Atoms and positions in Å:
S 2.923 1.070 -0.180  1.212
O 1.135 -0.730 -0.154  0.061
C 3.235 -1.721 0.409  0.004
C 1.298 1.445 -0.569  -0.329
C -1.423 -0.831 0.899  -0.018
C -1.744 1.647 0.411  -0.053
C -1.383 0.321 -0.109  -0.382
C 2.395 -0.567 0.120  -0.516
C 0.514 0.391 -0.481  -0.197
C -1.990 0.010 -1.440  -0.041
H -1.968 -0.964 -1.749  0.061
H -2.343 -1.220 1.105  0.075
H -1.551 0.707 -2.174  0.111
H 2.900 -2.700 0.173  0.098
H -0.741 -0.675 1.685  0.086
H -2.106 2.328 -0.327  0.094
H -3.037 0.185 -1.351  0.095
H 4.275 -1.503 0.310  0.089
H 1.038 2.494 -0.787  0.117
H -2.416 1.757 1.271  0.114
H -1.135 -1.696 0.365  0.075
H -0.918 1.960 0.982  0.070
H 3.043 -1.707 1.593  0.174

Molecular formula: C8H13PSi2
Method: DFT, ωB97M-V with the def2-TZVPD basis set

Its SMILES is [SiH3]p1ccc2ccccc21.[SiH4]. As for the total energy: -1232.85797 Eh. The value obtained for the HOMO-LUMO gap is 8.56 eV.

Last column: Löwdin charge in e.
Atoms and positions in Å:
P 0.470 -1.439 -1.273  0.795
Si 3.832 1.283 1.128  0.543
Si 0.737 -2.410 0.721  0.436
C -0.957 2.328 -0.178  -0.060
C -2.319 2.044 -0.137  -0.090
C -2.735 0.778 -0.514  -0.035
C -0.480 0.062 -0.830  -0.428
C -2.158 -1.519 -1.300  -0.150
C -0.015 1.284 -0.511  -0.093
C -1.847 -0.223 -0.917  -0.297
C -1.105 -2.367 -1.436  -0.350
H 0.390 -3.802 0.531  -0.125
H 4.166 -0.019 1.315  -0.204
H 2.734 1.568 2.164  -0.109
H -0.537 3.336 -0.008  0.106
H -1.069 -3.462 -1.603  0.070
H -3.732 0.507 -0.498  0.087
H 5.054 2.013 1.745  -0.113
H 0.953 1.542 -0.404  0.020
H 3.394 1.650 -0.339  -0.089
H -3.083 2.738 0.367  0.131
H -0.558 -1.934 1.601  -0.038
H 2.018 -2.149 1.521  -0.108
H -3.154 -1.807 -1.143  0.101

Molecular formula: C8H14
Method: DFT, ωB97M-V with the def2-TZVPD basis set

Its SMILES is C=CC(=C)CCCC. As for the total energy: -313.13406 Eh. The value obtained for the HOMO-LUMO gap is 9.60 eV.

Last column: Löwdin charge in e.
Atoms and positions in Å:
C 2.944 1.347 -1.900  -0.123
C -2.184 -2.400 0.141  0.022
C -0.255 0.727 0.378  -0.173
C -1.404 -0.454 2.278  0.084
C 1.773 1.578 -0.996  -0.282
C -1.131 -0.405 0.948  -0.323
C -1.697 -1.199 -0.096  -0.164
C 1.136 0.356 -0.221  -0.193
H -2.229 -2.989 1.013  0.048
H 1.150 -0.442 -0.888  0.072
H -0.968 0.163 3.018  0.052
H 0.856 2.010 -1.498  0.112
H -0.081 1.414 1.142  0.081
H 2.072 2.237 -0.217  0.086
H 2.692 1.809 -2.869  0.073
H -0.747 1.289 -0.466  0.120
H -2.159 -1.204 2.443  0.052
H 1.893 0.134 0.599  0.130
H -2.782 -2.896 -0.653  0.068
H -1.673 -0.681 -1.042  0.109
H 3.949 1.570 -1.538  0.072
H 2.941 0.280 -2.227  0.076

Molecular formula: C8H14
Method: DFT, ωB97M-V with the def2-TZVPD basis set

As for the total energy: -312.99738 Eh. The value obtained for the HOMO-LUMO gap is 6.13 eV.

Last column: Löwdin charge in e.
Atoms and positions in Å:
C -2.407 -0.152 -0.458  -0.286
C 2.513 0.646 0.080  -0.267
C 0.951 -1.379 0.378  -0.115
C -1.313 -0.292 0.461  -0.113
C -3.082 1.199 -0.356  -0.064
C 1.708 -0.288 1.016  -0.228
C -0.402 -1.362 0.330  -0.141
C 1.761 1.071 -1.147  -0.117
H 3.419 0.064 -0.084  0.099
H 1.002 1.806 -0.830  0.080
H 0.944 0.292 1.561  0.100
H -2.216 -0.643 -1.412  0.130
H -1.217 0.472 1.219  0.108
H -2.439 2.080 -0.221  0.052
H 1.153 0.287 -1.616  0.069
H -0.897 -2.085 -0.338  0.111
H 2.465 -0.510 1.796  0.116
H -4.089 1.187 -0.785  0.033
H -3.425 -0.166 0.108  0.149
H 2.844 1.532 0.645  0.110
H 1.460 -2.252 -0.021  0.105
H 2.428 1.491 -1.906  0.072

Molecular formula: C8H14
Method: DFT, ωB97M-V with the def2-TZVPD basis set

Its SMILES is C[C@@]12CCC[C@]1(C)C2. As for the total energy: -313.13410 Eh. The value obtained for the HOMO-LUMO gap is 9.81 eV.

Last column: Löwdin charge in e.
Atoms and positions in Å:
C -1.589 -1.132 -0.321  -0.135
C 2.164 -0.473 -0.476  -0.028
C -0.093 2.019 -0.593  -0.054
C 0.675 -0.445 0.007  -0.457
C 0.793 0.436 1.210  -0.039
C -0.278 0.777 0.144  -0.409
C -0.117 -1.596 -0.051  -0.191
C -1.739 0.335 0.224  -0.107
H -0.672 2.734 -0.019  0.088
H 0.919 2.372 -0.649  0.073
H -2.331 0.872 -0.442  0.080
H -2.158 0.398 1.230  0.117
H 2.605 0.533 -0.714  0.090
H -0.565 1.873 -1.594  0.104
H 2.767 -0.946 0.347  0.096
H 0.304 -2.503 -0.624  0.148
H -2.410 -1.814 0.047  0.115
H 1.666 1.083 1.174  0.103
H -0.137 -1.971 0.980  0.114
H 2.212 -1.175 -1.289  0.054
H 0.406 0.085 2.152  0.108
H -1.500 -1.064 -1.463  0.130

Molecular formula: C8H14
Method: DFT, ωB97M-V with the def2-TZVPD basis set

As for the total energy: -313.00800 Eh. The value obtained for the HOMO-LUMO gap (alpha / beta) is 7.98 / 7.72 eV.

Last column: Löwdin charge in e.
Atoms and positions in Å:
C 0.671 -1.566 0.501  -0.143
C 1.973 -0.209 -1.366  -0.091
C -2.833 -0.708 0.400  -0.034
C -1.437 -0.229 -0.266  -0.382
C 1.721 -0.608 0.052  -0.221
C -1.165 1.232 0.113  -0.083
C 2.000 0.629 0.955  -0.079
C -0.417 -1.077 0.194  -0.011
H -2.748 -0.776 1.419  0.044
H -0.918 1.465 1.151  0.092
H 3.028 -0.328 -1.567  0.076
H 1.585 -0.633 -2.213  0.048
H -3.584 -0.035 0.019  0.072
H 1.897 0.876 -1.443  0.071
H 2.154 0.625 2.051  0.083
H -1.632 -0.247 -1.399  0.168
H 1.288 1.383 0.559  0.046
H -0.362 1.624 -0.555  0.079
H 2.951 1.035 0.607  0.063
H -2.885 -1.714 0.062  0.061
H 0.718 -2.557 0.875  0.086
H -2.005 1.818 -0.149  0.056

Molecular formula: C8H14
Method: DFT, ωB97M-V with the def2-TZVPD basis set

As for the total energy: -312.90697 Eh. The value obtained for the HOMO-LUMO gap is 3.87 eV.

Last column: Löwdin charge in e.
Atoms and positions in Å:
C 1.865 0.075 -1.148  0.073
C 3.056 -0.074 0.964  0.046
C 0.564 -0.050 0.936  -0.270
C 1.908 -0.042 0.256  -0.431
C -1.203 0.575 -1.696  -0.079
C -3.592 0.221 -1.182  -0.125
C 0.495 -0.650 2.351  -0.098
C -2.136 -0.120 -1.099  -0.050
H -0.517 1.293 -1.195  0.072
H 1.171 -0.073 2.980  0.063
H 1.004 -0.315 -1.667  0.013
H 2.734 0.412 -1.695  0.055
H -3.717 1.282 -1.381  0.071
H 0.086 0.929 0.872  0.104
H -0.042 -0.694 0.297  0.075
H 0.997 -1.617 2.247  0.075
H 3.998 -0.349 0.500  0.058
H -4.159 -0.008 -0.282  0.064
H -1.046 0.755 -2.766  0.086
H 3.114 -0.358 2.005  0.046
H -0.527 -0.805 2.676  0.068
H -4.056 -0.387 -1.972  0.084